(1)
Computed, not measured: 2 unconnected molecules or ions with the total composition C19H18N3O5 in a non-equilibrium geometry, with ωB97M-V/def2-TZVPD.

Cartesian coordinates (Å):
C: -6.1020 1.6316 0.7589
O: -5.6320 0.5071 1.5372
C: -4.3866 0.0260 1.2780
C: -3.9221 -1.0456 2.0854
C: -2.6258 -1.4946 1.9526
C: -1.7210 -0.8708 1.0571
C: -0.3263 -1.2750 0.9925
C: 0.7506 -0.4793 1.2339
C: 2.0684 -1.0588 0.9471
O: 2.2467 -2.2233 0.5911
N: 3.1601 -0.1945 1.0905
C: 4.4748 -0.7754 0.9584
C: 3.0701 1.1984 1.1879
O: 4.0510 1.9402 1.1603
N: 1.7763 1.7229 1.3202
C: 1.7281 3.1466 1.5627
C: 0.6326 0.9507 1.5783
O: -0.3876 1.4800 2.0150
C: -2.2287 0.1223 0.1963
C: -3.5316 0.5675 0.2866
H: -7.1205 1.7939 1.1153
H: -5.4879 2.5283 0.9425
H: -6.1097 1.4018 -0.3190
H: -4.6057 -1.4769 2.8164
H: -2.2484 -2.3097 2.5749
H: -0.1208 -2.3387 0.8529
H: 5.1990 0.0295 1.0494
H: 4.6169 -1.5176 1.7498
H: 4.5631 -1.2792 -0.0085
H: 0.6887 3.4629 1.5522
H: 2.1758 3.3750 2.5362
H: 2.3069 3.6550 0.7920
H: -1.5641 0.5329 -0.5638
H: -3.8793 1.3583 -0.3792
O: 0.3726 -0.4614 -1.5149
C: 0.9661 -0.7997 -2.5722
C: 0.8131 -2.1067 -3.1917
C: 1.7273 -2.5305 -4.1411
N: 2.6975 -1.7393 -4.6296
C: 2.7676 -0.4651 -4.2113
C: 1.9124 0.0638 -3.2607
H: 0.0243 -2.7621 -2.8347
H: 1.6823 -3.5531 -4.5342
H: 3.5463 0.1617 -4.6606
H: 1.9813 1.1011 -2.9503

Calculated values
- HOMO-LUMO gap: 6.21 eV
- ΔE to the lowest compared entry with this formula, charge and spin: 0.0 kcal per mole
- E_HOMO: -3.79 eV
- F_max: 1.6 eV/Å
- Energy: -34704.8987 eV
- Total charge: -1

Results of the Löwdin charge analysis, in e, for atoms 1 through 6:
1. C -0.076
2. O -0.103
3. C -0.272
4. C -0.018
5. C -0.030
6. C -0.203


(2)
Computed, not measured: a molecular structure, H3N2O2P in a non-equilibrium geometry, with ωB97M-V/def2-TZVPD.

Cartesian coordinates (Å):
N: 0.1732 -0.4106 0.1243
N: -1.3095 1.6040 -1.4372
O: -0.7018 1.0657 -2.3262
O: -2.0060 2.5975 -1.4443
P: -1.3607 0.1853 0.3304
H: 0.9595 0.2105 0.3342
H: 0.2274 -0.5694 -0.8974
H: -1.0039 1.3137 1.0276

Calculated values
- HOMO-LUMO gap: 8.85 eV
- ΔE to the lowest compared entry with this formula, charge and spin: 86.5 kcal per mole
- E_HOMO: -9.28 eV
- F_max: 3.5 eV/Å
- Energy: -16409.1250 eV

Results of the Löwdin charge analysis, in e, for atoms 1 through 6:
1. N -0.313
2. N -0.489
3. O -0.048
4. O -0.022
5. P 0.910
6. H 0.047


(3)
Computed, not measured: C3H4N2O2 in the gas phase in a non-equilibrium geometry, with ωB97M-V/def2-TZVPD.

Cartesian coordinates (Å):
C: 0.8658 -0.4249 -0.3910
C: 1.5472 0.6846 -0.1589
C: -1.0171 0.5917 -0.0262
N: 0.8926 1.8642 0.1829
N: -0.3200 1.7591 0.3100
O: -1.6799 -0.0083 0.9804
O: -1.6228 0.4587 -1.2193
H: 1.2260 -1.4357 -0.7881
H: 2.6462 0.6780 -0.4726
H: -1.5270 0.3988 1.8471
H: -2.1819 -0.2154 -1.1204

Calculated values
- HOMO-LUMO gap: 8.23 eV
- ΔE to the lowest compared entry with this formula, charge and spin: 144.0 kcal per mole
- E_HOMO: -8.55 eV
- F_max: 6.1 eV/Å
- Energy: -10246.0214 eV

Results of the Löwdin charge analysis, in e, for atoms 1 through 6:
1. C 0.070
2. C -0.275
3. C -0.498
4. N 0.041
5. N 0.053
6. O 0.097


(4)
Computed, not measured: a molecular structure, C19H16F3In2O3 in a non-equilibrium geometry, with ωB97M-V/def2-TZVPD.

Cartesian coordinates (Å):
In: -5.8266 -7.7456 1.0596
In: 3.2636 -7.8154 4.6706
O: -0.4409 -1.7669 1.0311
C: -1.0010 -2.8744 1.5690
O: -2.1947 -3.1030 1.4922
O: -0.2670 -3.7766 1.9322
H: 0.4147 -2.1971 1.0986
F: -3.3747 6.5498 -7.1526
C: -2.9767 5.9701 -6.0421
C: -1.9814 4.9558 -6.0760
C: -1.7341 4.1806 -4.8967
C: -2.4064 4.4485 -3.7345
C: -3.3457 5.4839 -3.7048
C: -3.6430 6.2348 -4.8273
H: -1.4151 4.6636 -6.9480
H: -1.0784 3.3251 -4.8293
H: -2.0434 3.9983 -2.8225
H: -3.8615 5.7643 -2.7984
H: -4.4365 6.9673 -4.8181
F: 0.4944 -1.6845 7.4012
C: -0.0683 -0.5043 7.5943
C: -1.4552 -0.4543 7.5307
C: -2.1000 0.7196 7.8821
C: -1.3431 1.8741 8.2641
C: 0.0266 1.8188 8.2978
C: 0.6292 0.6585 7.9015
H: -1.9879 -1.3400 7.2173
H: -3.1737 0.7452 7.7687
H: -1.8037 2.8343 8.4436
H: 0.7047 2.6020 8.6031
H: 1.7084 0.6428 7.8610
F: 4.2034 -5.0894 -1.9337
C: 4.0580 -4.2596 -3.0198
C: 4.5024 -2.9837 -2.9803
C: 4.3297 -2.1031 -4.0039
C: 3.7498 -2.5631 -5.2137
C: 3.2639 -3.8790 -5.2775
C: 3.4326 -4.7339 -4.1790
H: 4.8855 -2.5610 -2.0632
H: 4.7375 -1.1201 -3.8203
H: 3.6214 -1.8674 -6.0298
H: 2.7435 -4.2350 -6.1543
H: 3.1897 -5.7800 -4.2929

Calculated values
- HOMO-LUMO gap: 1.31 eV
- ΔE to the lowest compared entry with this formula, charge and spin: 0.0 kcal per mole
- E_HOMO: -17.97 eV
- F_max: 3.8 eV/Å
- Energy: -44541.3177 eV
- Total charge: +5

Results of the Löwdin charge analysis, in e, for atoms 1 through 6:
1. In 0.999
2. In 0.999
3. O 0.180
4. C -0.784
5. O 0.260
6. O 0.207


Question: Among the records above, which one has the lowest E_HOMO?
Answer: C19H16F3In2O3


Please write out number 1 again, unchanged.
Computed, not measured: 2 unconnected molecules or ions with the total composition C19H18N3O5 in a non-equilibrium geometry, with ωB97M-V/def2-TZVPD.

Cartesian coordinates (Å):
C: -6.1020 1.6316 0.7589
O: -5.6320 0.5071 1.5372
C: -4.3866 0.0260 1.2780
C: -3.9221 -1.0456 2.0854
C: -2.6258 -1.4946 1.9526
C: -1.7210 -0.8708 1.0571
C: -0.3263 -1.2750 0.9925
C: 0.7506 -0.4793 1.2339
C: 2.0684 -1.0588 0.9471
O: 2.2467 -2.2233 0.5911
N: 3.1601 -0.1945 1.0905
C: 4.4748 -0.7754 0.9584
C: 3.0701 1.1984 1.1879
O: 4.0510 1.9402 1.1603
N: 1.7763 1.7229 1.3202
C: 1.7281 3.1466 1.5627
C: 0.6326 0.9507 1.5783
O: -0.3876 1.4800 2.0150
C: -2.2287 0.1223 0.1963
C: -3.5316 0.5675 0.2866
H: -7.1205 1.7939 1.1153
H: -5.4879 2.5283 0.9425
H: -6.1097 1.4018 -0.3190
H: -4.6057 -1.4769 2.8164
H: -2.2484 -2.3097 2.5749
H: -0.1208 -2.3387 0.8529
H: 5.1990 0.0295 1.0494
H: 4.6169 -1.5176 1.7498
H: 4.5631 -1.2792 -0.0085
H: 0.6887 3.4629 1.5522
H: 2.1758 3.3750 2.5362
H: 2.3069 3.6550 0.7920
H: -1.5641 0.5329 -0.5638
H: -3.8793 1.3583 -0.3792
O: 0.3726 -0.4614 -1.5149
C: 0.9661 -0.7997 -2.5722
C: 0.8131 -2.1067 -3.1917
C: 1.7273 -2.5305 -4.1411
N: 2.6975 -1.7393 -4.6296
C: 2.7676 -0.4651 -4.2113
C: 1.9124 0.0638 -3.2607
H: 0.0243 -2.7621 -2.8347
H: 1.6823 -3.5531 -4.5342
H: 3.5463 0.1617 -4.6606
H: 1.9813 1.1011 -2.9503

Calculated values
- HOMO-LUMO gap: 6.21 eV
- ΔE to the lowest compared entry with this formula, charge and spin: 0.0 kcal per mole
- E_HOMO: -3.79 eV
- F_max: 1.6 eV/Å
- Energy: -34704.8987 eV
- Total charge: -1

Results of the Löwdin charge analysis, in e, for atoms 1 through 6:
1. C -0.076
2. O -0.103
3. C -0.272
4. C -0.018
5. C -0.030
6. C -0.203


Question: The highest E_HOMO belongs to which entry?
Answer: C19H18N3O5